No. 1
{
  "formula": "C13H8ClN5O4",
  "method": "ωB97M-V with the def2-TZVPD basis set",
  "elements": ["N", "C", "C", "C", "C", "N", "O", "O", "C", "C", "N", "O", "O", "N", "C", "H", "H", "Cl", "C", "C", "C", "C", "N", "C", "C", "H", "H", "H", "H", "H", "H"],
  "positions_angstrom": [[-1.9317, -6.0295, 1.7238], [-1.3963, -4.9923, 1.6687], [-0.7736, -3.7070, 1.5930], [0.5979, -3.4305, 1.6195], [1.0709, -2.0898, 1.4820], [2.4788, -1.8198, 1.4222], [3.3019, -2.7604, 1.4719], [2.8322, -0.6145, 1.3146], [0.1824, -1.0016, 1.3358], [-1.1756, -1.2871, 1.3728], [-2.3036, -0.4561, 1.3654], [-2.4665, 0.7503, 1.2831], [-3.4265, -1.3309, 1.5187], [-3.0198, -2.6736, 1.6177], [-1.6734, -2.5993, 1.5071], [1.3172, -4.2388, 1.7428], [0.5290, 0.0253, 1.2428], [-0.1677, 6.2356, -1.7156], [0.1165, 4.5494, -1.7578], [0.5942, 3.9509, -2.9363], [0.7932, 2.5735, -2.9852], [0.5521, 1.7747, -1.8338], [0.8683, 0.4546, -1.8396], [0.0093, 2.3840, -0.6746], [-0.1517, 3.7678, -0.6228], [0.8039, 4.5685, -3.8036], [1.1536, 2.0950, -3.9004], [0.8223, -0.1179, -1.0052], [1.2463, 0.0201, -2.6685], [-0.2890, 1.7580, 0.1709], [-0.4946, 4.2415, 0.2906]],
  "forces_ev_per_angstrom": [[1.11, 2.16, -0.12], [-0.56, -2.40, 0.23], [1.17, 0.72, 0.06], [-1.19, -0.60, -0.08], [-2.24, 1.04, -0.34], [3.38, 1.21, -0.10], [-2.13, 1.57, -0.04], [-0.98, -2.59, 0.20], [1.53, -0.56, 0.32], [-2.03, 0.32, 0.06], [0.44, -0.62, 0.13], [0.16, -1.74, 0.12], [1.27, 0.18, -0.13], [1.91, 1.66, -0.48], [-1.89, -0.32, 0.36], [-0.15, 0.25, -0.13], [0.15, -0.31, 0.06], [-0.04, 0.71, 0.04], [0.32, -1.39, 0.02], [-0.34, -0.21, 0.59], [-0.08, -0.10, 0.71], [-0.24, 1.48, 0.00], [0.03, -1.39, -0.07], [0.39, 0.04, -0.62], [0.02, -0.10, -0.67], [-0.08, -0.08, 0.10], [-0.04, 0.21, 0.32], [0.05, 0.42, -0.45], [-0.09, 0.16, 0.29], [0.21, 0.33, -0.21], [-0.09, -0.03, -0.15]],
  "mulliken_charge": [-0.43, -0.09, 0.22, -0.64, -0.28, 0.95, -0.57, -0.57, -1.05, 0.60, 0.76, -0.62, -0.17, -0.57, 0.90, 0.56, 0.99, -0.23, 0.32, -0.58, -0.56, 0.78, -0.37, 0.14, -0.77, 0.38, 0.30, 0.11, 0.18, -0.06, 0.39],
  "e_homo_ha": -0.291,
  "lumo_ev": -2.90,
  "total_charge": 0,
  "e_above_lowest_kcal_mol": 0.3,
  "gap_ev": 5.020
}

***

No. 2
{
  "formula": "C17H19NO",
  "method": "ωB97M-V with the def2-TZVPD basis set",
  "elements": ["C", "C", "C", "C", "C", "C", "C", "C", "O", "H", "H", "H", "H", "H", "H", "H", "H", "H", "H", "C", "C", "C", "C", "C", "C", "C", "C", "C", "N", "H", "H", "H", "H", "H", "H", "H", "H", "H"],
  "positions_angstrom": [[1.7121, -3.5941, 1.3728], [2.5549, -2.6276, 2.1895], [0.9344, -2.8662, 0.2899], [0.3596, -1.6263, 0.5711], [0.7267, -3.4174, -0.9709], [-0.1818, -0.8473, -0.4493], [0.1788, -2.6617, -1.9945], [-0.2910, -1.3785, -1.7224], [-0.9198, -0.6635, -2.7407], [2.3011, -4.3961, 0.9122], [1.0426, -4.2298, 1.9611], [3.1199, -1.9013, 1.6144], [0.0997, -1.3101, 1.5607], [1.0588, -4.4369, -1.1294], [-0.7645, 0.0315, -0.2216], [0.2130, -2.9387, -3.0400], [-0.2646, -0.5709, -3.4396], [3.1879, -3.1427, 2.9138], [1.8519, -2.0883, 2.8204], [-0.2761, 1.6816, 2.6123], [-0.6497, 2.5496, 0.1190], [-1.0515, 1.9182, 1.3363], [-1.7571, 2.3958, -0.7568], [-2.3334, 1.5199, 1.2263], [0.5279, 3.0484, -0.4226], [0.5085, 3.5611, -1.7092], [-0.5511, 3.3360, -2.6021], [-1.6839, 2.7309, -2.1004], [-2.8005, 1.8488, -0.0618], [1.4439, 3.1673, 0.1433], [1.3895, 4.0488, -2.1006], [-0.4833, 3.5307, -3.6613], [0.6136, 2.2739, 2.8064], [0.1210, 0.6673, 2.5312], [-3.0142, 1.0212, 1.8497], [-3.5839, 1.3326, -0.4231], [-2.4134, 2.3129, -2.7668], [-0.9264, 1.7210, 3.4825]],
  "forces_ev_per_angstrom": [[-0.07, -0.83, -0.92], [-0.68, -0.45, 1.07], [-0.41, -0.20, 0.59], [-0.61, 0.12, -1.09], [0.78, 0.19, 0.07], [-1.16, -0.74, 0.05], [0.09, 0.68, 0.01], [0.36, -0.22, -0.38], [0.42, 0.04, 0.41], [0.36, 0.42, -0.27], [-0.17, 0.56, 0.54], [0.07, -0.15, -0.22], [0.74, 0.19, 0.61], [0.16, 0.07, -0.26], [0.33, 0.23, 0.02], [-0.35, -0.58, 0.08], [-0.18, 0.11, -0.19], [0.25, -0.08, -0.27], [0.07, 0.45, 0.05], [0.27, -0.70, -0.46], [-0.87, -0.89, -0.65], [0.66, 0.50, 2.01], [0.29, 0.50, -0.07], [-0.13, 0.82, -2.33], [0.23, 1.20, -0.13], [0.53, -0.28, -0.54], [-0.34, -0.34, 1.00], [0.02, -0.50, -0.49], [0.19, -0.77, 1.14], [-0.12, -0.11, 0.21], [0.21, -0.04, 0.08], [0.14, 0.24, 0.00], [-0.18, 0.53, -0.27], [0.02, -0.14, 0.31], [-0.41, -0.48, 1.04], [0.04, 0.30, -0.47], [-0.56, 0.30, -0.29], [0.00, 0.04, 0.04]],
  "mulliken_charge": [-0.67, -1.16, 0.17, -0.83, -0.67, 0.56, -0.57, 0.19, -0.50, 0.37, 0.34, 0.35, 0.60, 0.37, 0.13, 0.33, 0.32, 0.38, 0.27, -1.08, 1.21, 0.49, -0.44, -0.58, -0.72, -0.59, -0.60, -0.55, -0.09, 0.41, 0.36, 0.39, 0.38, 0.03, 0.43, 0.27, 0.35, 0.36],
  "e_homo_ha": -0.290,
  "lumo_ev": 0.84,
  "total_charge": 0,
  "e_above_lowest_kcal_mol": 45.3,
  "gap_ev": 8.719
}

***

No. 3
{
  "formula": "C22H21F6O2Sr",
  "method": "ωB97M-V with the def2-TZVPD basis set",
  "elements": ["C", "C", "C", "H", "C", "C", "H", "H", "H", "H", "C", "C", "C", "H", "C", "C", "H", "H", "H", "H", "Sr", "O", "C", "C", "H", "H", "H", "H", "C", "C", "C", "H", "C", "H", "C", "H", "C", "H", "C", "C", "O", "C", "F", "F", "F", "C", "F", "F", "F", "H", "H", "H"],
  "positions_angstrom": [[0.4968, -1.8732, 2.2737], [-0.8077, -2.1100, 1.8169], [-0.7184, -2.5610, 0.4918], [-1.6790, -1.9052, 2.4079], [0.6578, -2.5426, 0.1212], [1.3966, -2.0874, 1.2230], [2.4503, -1.9080, 1.3235], [0.7754, -1.5587, 3.2536], [-1.5676, -2.6886, -0.1677], [1.0512, -2.6684, -0.8743], [-0.8820, 2.4009, 0.9901], [-0.5442, 1.8594, 2.2530], [0.8611, 1.6733, 2.2960], [-1.2629, 1.6087, 2.9817], [1.3939, 2.0914, 1.0555], [0.3210, 2.5704, 0.2623], [0.3940, 2.8111, -0.7815], [-1.8961, 2.4951, 0.6679], [1.4479, 1.2660, 3.0766], [2.4258, 1.9837, 0.8214], [-0.2419, -0.0163, -0.3899], [-0.2601, -0.1806, -3.1284], [-1.3261, -0.9339, -3.7286], [-0.0683, -0.9563, -4.4693], [-1.6310, -1.8212, -3.1372], [-2.1598, -0.3474, -4.1742], [0.5415, -1.8835, -4.3295], [0.8629, -1.9519, -6.7959], [0.6133, -0.8984, -6.8727], [0.1398, -0.2261, -5.7176], [-0.2153, 1.1307, -5.8552], [-0.5879, 1.6738, -4.9882], [-0.0614, 1.7869, -7.0788], [-0.3162, 2.8452, -7.1424], [0.4180, 1.1101, -8.1980], [0.5313, 1.6386, -9.1534], [0.7538, -0.2451, -8.0975], [1.1227, -0.7769, -8.9693], [-1.4872, -0.7676, 5.5016], [-0.2357, 0.0635, 5.1336], [-0.3763, -0.0667, 3.8355], [-0.2014, 1.6286, 5.5964], [-0.1551, 1.7884, 6.9356], [0.8810, 2.2805, 5.0932], [-1.3192, 2.2531, 5.1456], [1.1598, -0.5992, 5.6192], [1.3931, -0.4201, 6.9309], [1.0982, -1.9392, 5.3895], [2.2333, -0.1093, 4.9412], [-2.3439, -0.2801, 5.0424], [-1.6806, -0.9031, 6.5468], [-1.3948, -1.7333, 5.0221]],
  "forces_ev_per_angstrom": [[0.43, -0.25, -0.40], [0.47, 0.27, 0.21], [-0.06, 0.22, -0.68], [-0.30, -0.13, 0.08], [-0.26, 0.10, -0.91], [-0.42, 0.11, 0.37], [0.34, -0.17, -0.25], [-0.12, 0.05, -0.16], [-0.11, -0.51, -0.17], [0.11, -0.49, -0.35], [0.69, -0.60, 0.39], [0.78, 0.41, -1.44], [-0.75, 0.51, -1.39], [-0.27, -0.17, 0.50], [-1.06, -0.37, 0.53], [0.12, -0.21, -0.75], [0.07, 0.59, -0.50], [-0.53, 0.61, -0.34], [0.12, -0.26, 0.45], [0.68, 0.28, -0.42], [0.76, 0.26, 2.23], [0.14, -0.76, -1.98], [-0.89, -0.16, 0.13], [0.31, -0.99, 2.12], [0.15, 0.53, -0.49], [0.61, -0.29, 0.51], [-0.41, 1.05, -0.01], [0.06, 0.05, -0.01], [-0.11, 0.23, 0.61], [0.00, 1.13, -1.56], [0.23, -0.40, -0.01], [0.11, -0.10, -0.15], [-0.03, -0.08, 0.20], [0.05, -0.29, -0.03], [0.06, -0.11, -0.10], [-0.04, -0.26, 0.46], [-0.26, 0.42, 0.42], [-0.05, 0.00, 0.17], [0.07, 0.53, 1.75], [-0.38, -0.56, -1.12], [1.30, 1.03, -0.24], [-0.06, -1.65, -0.57], [-0.19, 0.36, 0.24], [-0.78, -0.16, 0.46], [0.54, -0.01, 0.46], [-1.66, 0.56, -0.61], [0.47, -0.25, 0.33], [0.48, 0.50, 0.31], [-0.48, -0.51, 0.46], [0.12, 0.24, 0.07], [-0.37, -0.25, 1.14], [0.32, -0.08, 0.02]],
  "mulliken_charge": [0.69, -0.09, -1.46, 0.30, -0.92, -0.88, 0.41, 0.23, 0.43, 0.44, -2.00, 0.63, 0.51, 0.41, -1.22, -0.85, 0.59, 0.40, 0.32, 0.36, 1.50, -0.45, -0.36, -0.23, 0.29, 0.26, 0.41, 0.34, -0.43, 0.45, -0.36, 0.37, -0.57, 0.36, -0.34, 0.35, -0.54, 0.37, -2.01, 0.81, -0.29, 0.80, -0.31, -0.25, -0.27, 0.54, -0.34, -0.28, -0.26, 0.40, 0.36, 0.37],
  "e_homo_ha": -0.115,
  "lumo_ev": 1.72,
  "total_charge": -1,
  "gap_ev": 4.837
}